# 1
A cluster of 2 separate species, C3H9NO3 in total in a non-equilibrium geometry. Source: OMol25; level of theory: wB97M-V/def2-TZVPD.

```
16
C3H9NO3 (wB97M-V/def2-TZVPD)
O 0.6771 -2.4912 -1.5389
C 0.4244 -1.6614 -0.6925
C -0.7479 -0.6257 -0.8049
N -1.3574 -0.4473 0.5266
C -0.5709 0.3026 1.5216
O -1.4372 1.5068 1.5585
H 1.0710 -1.7018 0.2657
H -1.5286 -0.9292 -1.4887
H -0.3561 0.3832 -1.0304
H -2.2659 0.0456 0.4024
H -0.5955 -0.1489 2.5514
H 0.4402 0.5827 1.1859
H -0.8672 2.3543 1.7051
O 2.0848 1.0569 -1.6398
H 2.9811 0.6684 -1.8073
H 2.0480 1.1049 -0.7147
```

## Properties
Lowest unoccupied orbital energy ... 0.353 eV
E_tot ... -10887.6058 eV
HOMO ... -0.3324 hartree
HOMO-LUMO gap ... 9.40 eV
SMILES ... O=CCNCO.O



# 2
A cluster of 2 separate species, C3H9NO3 in total in a non-equilibrium geometry. Source: OMol25; level of theory: wB97M-V/def2-TZVPD.

```
16
C3H9NO3 (wB97M-V/def2-TZVPD)
C 0.3217 -0.4070 -1.3392
C 0.8528 0.8421 -0.5667
N 0.0846 2.1318 -0.6799
C 0.8292 0.4159 0.9252
O -0.2327 0.1015 1.4246
O 2.0199 0.5945 1.5310
H 0.8882 -1.2377 -1.0124
H -0.7336 -0.4357 -1.3376
H 0.5099 -0.3387 -2.3955
H 2.0031 1.1407 -0.7626
H 0.1573 2.7032 -1.4607
H -0.9194 1.9438 -0.6857
H 1.9530 0.0928 2.4251
O -2.5616 -2.7336 1.6827
H -2.0075 -2.0593 1.2842
H -3.1651 -2.7542 0.9674
```

## Properties
Lowest unoccupied orbital energy ... 0.647 eV
E_tot ... -10888.9864 eV
HOMO ... -0.3563 hartree
HOMO-LUMO gap ... 10.34 eV
SMILES ... C[C@@H](N)C(=O)O.O



# 3
A structure of composition C3H9NO3S in a non-equilibrium geometry. Source: OMol25; level of theory: wB97M-V/def2-TZVPD.

```
17
C3H9NO3S (wB97M-V/def2-TZVPD)
C -1.5931 0.0087 1.1399
C -1.2074 -1.1156 -1.0268
C 1.8156 1.6468 -0.5449
N -0.9754 0.0372 -0.1706
O 1.4758 -0.0427 1.7549
O 1.2651 -1.9480 0.2073
O 2.1636 0.2808 -0.6916
S 1.1913 -0.5455 0.4225
H -1.3366 0.8425 1.7280
H -2.7433 0.1216 0.9803
H -1.5276 -0.8993 1.7041
H -0.8494 -0.8285 -2.0769
H -0.6705 -2.0183 -0.6475
H -2.2367 -1.3536 -1.3010
H 2.8100 2.1098 -0.7518
H 1.3819 1.7312 0.4642
H 1.0368 1.9728 -1.1902
```

## Properties
Lowest unoccupied orbital energy (alpha / beta) ... -0.941 / -0.943 eV
E_tot ... -21720.9365 eV
HOMO (alpha / beta) ... -0.3541 / -0.3542 hartree
HOMO-LUMO gap (alpha / beta) ... 8.70 / 8.70 eV



Relative energy (zero: lowest compared OMol25 entry of this formula, charge and spin) per entry: 287.11, 153.90, 452.88 kJ/mol